The following is a DFT calculation (ωB97M-V/def2-TZVPD) of one molecule with the formula C4H8N2OS in a non-equilibrium geometry.

CARTESIAN COORDINATES (ANGSTROEM)
1 O 2.68 1.34 -0.44
2 N 1.42 1.69 0.07
3 C 0.52 0.76 0.09
4 C -0.89 1.09 0.30
5 C -1.71 -0.06 -0.34
6 C -0.75 -1.23 -0.20
7 N 0.57 -0.60 -0.39
8 S 1.89 -1.55 0.05
9 H 2.76 0.33 -0.49
10 H -1.22 2.06 -0.10
11 H -1.03 1.32 1.38
12 H -2.59 -0.28 0.21
13 H -1.88 0.17 -1.38
14 H -0.96 -1.71 0.76
15 H -0.97 -1.99 -0.95
16 H 2.15 -1.35 1.43

Computed properties:
- Energy above the lowest of the compared OMol25 structures with the same formula, charge and spin: 274.38 kJ/mol
- E_HOMO: -8.837 eV
- SMILES string: O/N=C1/CCCN1S
- HOMO-LUMO gap: 9.41 eV
- Max |F|: 0.0545 Eh/bohr
- Lowest unoccupied orbital energy: 0.57 eV